[1]
The following is a DFT calculation (ωB97M-V with the def2-TZVPD basis set) of one molecule with the formula C15H15ClN4O at a distorted geometry.

```
36
C15H15ClN4O, DFT ωB97M-V with the def2-TZVPD basis set
N 6.062 -1.508 0.943
C 6.275 -0.301 1.584
N 5.459 0.680 1.610
N 4.241 0.700 1.081
C 3.305 -0.068 1.484
C 1.963 0.047 0.956
C 0.964 -0.825 1.380
C -0.323 -0.742 0.880
C -0.637 0.229 -0.065
C 0.360 1.111 -0.495
C 1.636 1.020 0.005
H 2.408 1.698 -0.321
H 0.095 1.858 -1.227
O -1.865 0.408 -0.628
C -2.923 -0.448 -0.239
C -4.148 -0.020 -1.002
C -4.531 -0.681 -2.161
C -5.641 -0.268 -2.877
C -6.369 0.822 -2.430
C -5.996 1.501 -1.281
C -4.887 1.076 -0.574
H -4.589 1.604 0.320
H -6.569 2.352 -0.946
Cl -7.758 1.343 -3.317
H -5.938 -0.785 -3.776
H -3.959 -1.527 -2.510
H -2.673 -1.492 -0.475
H -3.102 -0.360 0.842
H -1.069 -1.436 1.235
H 1.195 -1.583 2.116
H 3.474 -0.834 2.251
N 7.470 -0.186 2.260
H 7.632 0.739 2.626
H 8.278 -0.609 1.829
H 6.877 -2.004 0.620
H 5.285 -1.514 0.300
```

Computed properties:
Spin multiplicity: 1
Gap between HOMO and LUMO (eV): 8.523
M (g/mol): 302.76
Largest force on an atom (eV/Å): 1.92
SMILES: NC(N)=N/N=C/c1ccc(OCc2ccc(Cl)cc2)cc1
LUMO energy (Eh): 0.0289
Energy above the lowest of the compared OMol25 structures with the same formula, charge and spin (kJ/mol): 0.0

---

[2]
The following is a DFT calculation (ωB97M-V with the def2-TZVPD basis set) of a 5-piece molecular cluster, C4H19N2O5 overall at a distorted geometry.

```
30
C4H19N2O5, DFT ωB97M-V with the def2-TZVPD basis set
O -0.372 1.681 -2.046
C -1.367 1.587 -1.380
N -2.538 2.252 -1.638
C -1.410 0.678 -0.084
N -0.436 -0.542 -0.088
C -0.942 -1.759 0.727
C -1.998 -2.608 0.191
H -3.403 1.946 -1.198
H -2.390 2.864 -2.494
H -1.489 1.194 0.887
H -2.515 0.338 0.001
H 0.563 -0.222 0.386
H -0.241 -0.792 -1.106
H -1.365 -1.334 1.651
H 0.065 -2.347 1.007
H -2.829 -1.999 -0.141
H -2.450 -3.422 0.907
H -1.796 -3.132 -0.838
H 4.139 0.822 1.142
H 3.371 2.218 1.093
O 3.674 1.550 1.650
H 1.831 -3.398 0.074
H 2.095 -3.251 -1.592
O 1.572 -2.832 -0.741
H 0.615 1.254 2.725
H 1.829 0.902 1.792
O 0.897 0.741 1.946
H 3.034 2.468 -1.155
H 1.642 2.774 -1.115
O 2.215 2.368 -0.564
```

Computed properties:
Spin multiplicity: 1
Gap between HOMO and LUMO (eV): 11.317
M (g/mol): 175.21
Largest force on an atom (eV/Å): 5.41
LUMO energy (Eh): -0.0960
Energy above the lowest of the compared OMol25 structures with the same formula, charge and spin (kJ/mol): 254.8
Net charge: +1

---

What is the spin multiplicity in the second record? 1